# 1
Density functional theory data (the ωB97M-V functional and the def2-TZVPD basis) for a 2-piece molecular cluster, BrH2OP overall in a non-equilibrium geometry.

```
5
Properties=species:S:1:pos:R:3:mulliken_charge:R:1
O 0.56 -0.84 1.16 -0.35
P -0.61 -0.38 1.88 0.33
H -1.73 -0.47 0.87 0.03
Br 0.23 0.91 -2.29 -0.22
H 1.55 0.78 -1.62 0.22
```

* HOMO level: -0.360 hartree
* net charge: 0
* structure (SMILES): O=P.Br
* energy relative to the best compared isomer or geometry (same formula, charge and spin): 35.87 kcal per mole
* spin multiplicity: 1
* molecular weight: 128.89 g mol⁻¹
* HOMO-LUMO gap: 8.77 eV


# 2
Density functional theory data (the ωB97M-V functional and the def2-TZVPD basis) for the molecule BrH3N2 in a non-equilibrium geometry.

```
6
Properties=species:S:1:pos:R:3:mulliken_charge:R:1
N 0.52 0.18 0.61 -0.28
N 0.19 0.29 -0.68 -0.35
Br -1.86 0.08 -1.07 -0.19
H 0.14 0.90 1.21 0.25
H 0.48 -0.75 1.05 0.24
H 0.52 -0.69 -1.12 0.31
```

* HOMO level: -0.338 hartree
* net charge: 0
* structure (SMILES): NNBr
* energy relative to the best compared isomer or geometry (same formula, charge and spin): 2.70 kcal per mole
* spin multiplicity: 1
* molecular weight: 110.94 g mol⁻¹
* HOMO-LUMO gap: 9.14 eV


# 3
Density functional theory data (the ωB97M-V functional and the def2-TZVPD basis) for an isolated ion of composition BrH3O3P and charge +1 in a non-equilibrium geometry.

```
8
Properties=species:S:1:pos:R:3:mulliken_charge:R:1
O 0.29 0.67 -1.41 -0.41
O 0.13 -1.54 -0.41 -0.35
O -1.27 0.37 0.43 -0.39
P 0.07 -0.03 -0.08 0.87
Br 1.77 0.52 1.64 -0.07
H 0.96 1.33 -1.81 0.46
H -0.14 -2.10 0.42 0.42
H -1.81 0.78 1.23 0.48
```

* HOMO level: -0.576 hartree
* net charge: +1
* energy relative to the best compared isomer or geometry (same formula, charge and spin): 32.81 kcal per mole
* spin multiplicity: 1
* molecular weight: 161.90 g mol⁻¹
* HOMO-LUMO gap: 10.12 eV


# 4
Density functional theory data (the ωB97M-V functional and the def2-TZVPD basis) for a 2-piece molecular cluster, BrH4N2OP overall in a non-equilibrium geometry.

```
9
Properties=species:S:1:pos:R:3:mulliken_charge:R:1
N 2.22 -0.56 0.21 -0.63
N 0.19 1.20 -0.08 -0.38
O -0.45 -1.26 -0.10 -0.63
P 0.72 -0.33 -0.03 0.88
Br -3.23 -0.17 -0.05 -0.29
H 2.45 -1.52 0.06 0.28
H -0.68 1.46 -0.56 0.25
H 0.82 1.81 0.29 0.25
H -2.04 -0.64 0.27 0.27
```

* HOMO level: -0.386 hartree
* net charge: 0
* energy relative to the best compared isomer or geometry (same formula, charge and spin): 23.61 kcal per mole
* spin multiplicity: 1
* molecular weight: 158.92 g mol⁻¹
* HOMO-LUMO gap: 10.58 eV


# 5
Density functional theory data (the ωB97M-V functional and the def2-TZVPD basis) for the molecule BrH4N2P in a non-equilibrium geometry.

```
8
Properties=species:S:1:pos:R:3:mulliken_charge:R:1
N 0.03 1.36 0.17 -0.57
P -1.14 0.20 0.62 0.34
N -0.46 -1.24 0.04 -0.50
Br -2.72 0.48 -1.17 -0.33
H 0.62 1.08 -0.53 0.28
H -0.59 2.08 -0.20 0.29
H -0.62 -2.13 0.57 0.26
H -0.47 -1.36 -0.93 0.25
```

* HOMO level: -0.349 hartree
* net charge: 0
* structure (SMILES): NP(N)Br
* energy relative to the best compared isomer or geometry (same formula, charge and spin): 0.00 kcal per mole
* spin multiplicity: 1
* molecular weight: 142.92 g mol⁻¹
* HOMO-LUMO gap: 10.02 eV


# 6
Density functional theory data (the ωB97M-V functional and the def2-TZVPD basis) for BrH6LiO3 as an isolated structure in a non-equilibrium geometry.

```
11
Properties=species:S:1:pos:R:3:mulliken_charge:R:1
Li 0.17 0.39 0.45 0.80
Br 1.06 2.56 3.17 -0.86
O 0.73 1.31 -2.56 -0.61
H 0.73 2.18 -2.97 0.31
H 1.42 0.83 -3.01 0.32
O -2.87 -0.03 0.36 -0.60
H -3.64 -0.58 0.45 0.30
H -3.21 0.86 0.28 0.33
O 1.71 -2.25 1.02 -0.61
H 1.31 -2.65 1.79 0.33
H 2.60 -2.61 1.01 0.30
```

* HOMO level: -0.257 hartree
* net charge: 0
* energy relative to the best compared isomer or geometry (same formula, charge and spin): 62.42 kcal per mole
* spin multiplicity: 1
* molecular weight: 140.89 g mol⁻¹
* HOMO-LUMO gap: 6.22 eV


# 7
Density functional theory data (the ωB97M-V functional and the def2-TZVPD basis) for a 5-piece molecular cluster, BrH8O4 overall.

```
13
Properties=species:S:1:pos:R:3:lowdin_spin:R:1
Br -0.45 0.05 -0.27 0.88
O 0.21 1.31 -3.62 0.00
H 0.52 0.42 -3.79 0.00
H -0.20 1.26 -2.75 0.00
O -1.83 -2.10 1.81 0.00
H -1.69 -1.42 1.16 0.00
H -1.25 -2.81 1.55 0.00
O 2.86 -0.56 -0.33 0.02
H 1.92 -0.37 -0.32 0.01
H 3.01 -1.09 0.46 0.00
O -1.19 2.12 1.97 0.07
H -1.24 1.58 2.77 0.00
H -0.65 1.61 1.37 0.02
```

* HOMO level (alpha / beta): -0.431 / -0.431 hartree
* net charge: 0
* energy relative to the best compared isomer or geometry (same formula, charge and spin): 5.13 kcal per mole
* spin multiplicity: 2
* ⟨S²⟩: 0.75
* molecular weight: 151.96 g mol⁻¹
* HOMO-LUMO gap (alpha / beta): 11.98 / 6.41 eV


# 8
Density functional theory data (the ωB97M-V functional and the def2-TZVPD basis) for the molecule BrHIP in a non-equilibrium geometry.

```
4
Properties=species:S:1:pos:R:3:lowdin_spin:R:1
P -0.35 0.59 -0.13 0.89
Br 1.73 0.46 0.45 0.17
I -1.35 -1.26 1.17 0.85
H -0.02 0.22 -1.48 0.10
```

* HOMO level (alpha / beta): -0.230 / -0.356 hartree
* net charge: 0
* energy relative to the best compared isomer or geometry (same formula, charge and spin): 8.76 kcal per mole
* spin multiplicity: 3
* ⟨S²⟩: 2.01
* molecular weight: 238.79 g mol⁻¹
* HOMO-LUMO gap (alpha / beta): 6.33 / 6.16 eV


# 9
Density functional theory data (the ωB97M-V functional and the def2-TZVPD basis) for a 2-piece molecular cluster, BrHNO overall in a non-equilibrium geometry.

```
4
Properties=species:S:1:pos:R:3:mulliken_charge:R:1
N 0.79 0.22 2.17 -0.38
O -0.13 0.38 -0.47 -0.85
Br -0.44 1.49 2.31 -0.01
H -0.05 -0.47 0.15 0.24
```

* HOMO level (alpha / beta): -0.080 / -0.130 hartree
* net charge: -1
* energy relative to the best compared isomer or geometry (same formula, charge and spin): 86.21 kcal per mole
* spin multiplicity: 1
* molecular weight: 110.92 g mol⁻¹
* HOMO-LUMO gap (alpha / beta): 5.72 / 7.52 eV


# 10
Density functional theory data (the ωB97M-V functional and the def2-TZVPD basis) for BrHNO2S as an isolated structure in a non-equilibrium geometry.

```
6
Properties=species:S:1:pos:R:3:mulliken_charge:R:1
N 1.90 -0.76 -0.75 -0.36
O 0.34 -2.65 -0.36 -0.53
O -0.08 -0.10 0.78 -0.60
S 1.06 -1.56 0.36 0.43
Br 3.16 0.38 0.03 -0.23
H 0.60 0.57 0.85 0.29
```

* HOMO level: -0.143 hartree
* net charge: -1
* energy relative to the best compared isomer or geometry (same formula, charge and spin): 19.23 kcal per mole
* spin multiplicity: 1
* molecular weight: 158.98 g mol⁻¹
* HOMO-LUMO gap: 7.35 eV


# 11
Density functional theory data (the ωB97M-V functional and the def2-TZVPD basis) for the molecule BrIO2S2 in a non-equilibrium geometry.

```
6
Properties=species:S:1:pos:R:3:mulliken_charge:R:1
O -0.26 0.44 -1.05 -0.29
O 0.17 -0.93 1.33 -0.46
S 0.08 1.98 -0.27 0.07
S -0.09 -1.05 -0.30 0.61
Br -1.98 -2.14 -0.70 -0.09
I 2.09 1.70 0.99 0.15
```

* HOMO level: -0.343 hartree
* net charge: 0
* energy relative to the best compared isomer or geometry (same formula, charge and spin): 28.73 kcal per mole
* spin multiplicity: 1
* molecular weight: 302.94 g mol⁻¹
* HOMO-LUMO gap: 7.95 eV


# 12
Density functional theory data (the ωB97M-V functional and the def2-TZVPD basis) for BrTi as an isolated structure in a non-equilibrium geometry.

```
2
Properties=species:S:1:pos:R:3:lowdin_spin:R:1
Ti 20.75 25.14 14.81 2.94
Br 20.73 22.52 14.75 0.06
```

* HOMO level (alpha / beta): -0.275 / -0.345 hartree
* net charge: 0
* energy relative to the best compared isomer or geometry (same formula, charge and spin): 2.44 kcal per mole
* spin multiplicity: 4
* ⟨S²⟩: 3.75
* molecular weight: 127.77 g mol⁻¹
* HOMO-LUMO gap (alpha / beta): 6.51 / 8.61 eV